1.
{
  "formula": "C5H6O",
  "method": "ωB97M-V/def2-TZVPD",
  "elements": ["C", "C", "C", "C", "C", "O", "H", "H", "H", "H", "H", "H"],
  "xyz": [[-1.8972, -0.2400, 0.5764], [-0.9711, -0.0937, -0.5095], [-0.0514, 0.0871, -1.2964], [1.1339, 0.4986, -0.4595], [1.5438, -0.1205, 0.8173], [2.2428, -0.3479, -0.4107], [-2.8636, -0.3816, 0.1034], [-1.6499, -1.0953, 1.2157], [-1.9295, 0.6620, 1.2009], [1.2847, 1.5754, -0.5242], [1.0508, -0.9779, 1.2892], [2.1078, 0.4897, 1.5221]],
  "forces_ev_per_a": [[-0.4, -0.1, 0.1], [0.0, 0.0, -0.3], [-0.1, -0.2, 1.1], [0.3, 0.3, -0.1], [0.2, 0.0, 0.2], [0.4, 0.1, -0.1], [-0.5, -0.1, 0.3], [-0.1, 0.1, -0.3], [0.0, -0.1, -0.3], [0.5, -0.1, -0.2], [0.0, 0.2, -0.5], [-0.1, 0.0, 0.0]],
  "multiplicity": 1,
  "charge": 0,
  "lumo_ev": 0.79,
  "gap_ev": 10.106,
  "smiles": "CC#C[C@H]1CO1"
}

***

2.
{
  "formula": "C5H6O",
  "method": "ωB97M-V/def2-TZVPD",
  "elements": ["C", "C", "C", "C", "C", "O", "H", "H", "H", "H", "H", "H"],
  "xyz": [[-0.3193, -1.5116, -1.1031], [0.8226, -0.5195, -0.8006], [0.3039, 0.7313, -0.2575], [-0.2418, 1.4280, 0.5726], [-0.5143, 1.9985, 1.8738], [-1.2959, 1.5306, 2.6671], [-0.3806, -2.3056, -0.3549], [-1.2828, -0.9965, -1.1053], [-0.1915, -1.9727, -2.0831], [1.5500, -0.4547, -1.6145], [1.4297, -0.7950, 0.0813], [0.1199, 2.8672, 2.1244]],
  "forces_ev_per_a": [[-0.1, -0.1, 0.0], [0.4, 0.0, 0.3], [-0.4, 0.3, 0.8], [0.4, -0.3, -0.4], [0.0, 0.2, 0.1], [0.1, 0.2, -0.3], [0.1, 0.1, -0.1], [0.2, -0.1, 0.0], [0.0, 0.0, 0.1], [-0.3, 0.4, 0.0], [-0.1, -0.6, -0.4], [-0.1, 0.0, 0.0]],
  "multiplicity": 1,
  "charge": 0,
  "lumo_ev": 0.32,
  "gap_ev": 10.554,
  "smiles": "CCC#CC=O"
}

***

3.
{
  "formula": "C5H6O",
  "method": "ωB97M-V/def2-TZVPD",
  "elements": ["C", "C", "C", "C", "C", "O", "H", "H", "H", "H", "H", "H"],
  "xyz": [[-0.0327, 0.4482, -0.2216], [-1.2190, 0.3514, -0.0539], [3.0674, -0.6231, 0.0493], [2.2760, 0.4299, -0.5519], [-2.6834, 0.3718, 0.2255], [2.9319, 0.7117, 0.5807], [2.7558, -1.5933, 0.4372], [4.0555, -0.7194, -0.4464], [2.4716, 1.0325, -1.3907], [-2.9728, -0.6072, 0.3826], [-3.2928, 0.8300, -0.6421], [-2.8966, 1.0865, 1.1409]],
  "forces_ev_per_a": [[4.3, -0.3, -0.8], [-1.3, 0.5, 0.2], [1.5, -0.5, -2.0], [-3.0, -0.3, 1.9], [0.4, 4.0, -0.2], [-0.5, -0.3, 0.8], [-0.7, 0.9, 0.7], [-0.5, -0.1, 0.4], [-0.5, 0.5, -1.1], [-1.1, -1.9, 0.6], [1.1, -0.8, 1.2], [0.4, -1.7, -1.6]],
  "multiplicity": 1,
  "charge": 0,
  "lumo_ev": -0.02,
  "gap_ev": 9.091
}

***

Looking at DFT total energy for the records above, in order, we have -7324.8652, -7326.9758, -7322.5280 eV.
Looking at energy relative to the best compared isomer or geometry (same formula, charge and spin) for the records above, in order, we have 426.40, 222.76, 651.91 kJ/mol.